Entry 1:
19
Properties=species:S:1:pos:R:3 method="wB97M-V/def2-TZVPD" lumo_ev=-11.835 gap_ev=6.1551 charge=+2 energy_ha=-1820.79776
C -1.290 -0.113 -2.848
P -0.099 0.568 -1.765
O 0.981 1.238 -2.644
S 0.880 -1.137 -0.404
O -0.214 -2.034 -0.295
O 1.764 -1.340 -1.507
N 1.596 -0.622 0.824
S 0.848 -0.085 2.188
C -0.912 0.060 2.023
O 1.393 1.258 2.395
O 1.115 -0.901 3.314
H -2.302 0.077 -2.481
H -1.184 0.297 -3.854
H -1.137 -1.201 -2.890
H 1.872 1.252 -2.230
H -1.140 0.976 1.479
H -1.368 -0.797 1.540
H -1.288 0.177 3.036
Tl 0.486 2.326 4.120

***

Entry 2:
17
Properties=species:S:1:pos:R:3 method="wB97M-V/def2-TZVPD" lumo_ev="-5.441 / -5.473" gap_ev="7.2394 / 7.1852" charge=+1 energy_ha=-288.94166 e_above_lowest_kj_mol=371.0
C -3.575 0.927 0.378
C -0.995 -1.493 0.134
C -0.011 -0.477 0.671
C -1.818 -0.458 -0.669
C 1.863 1.120 -0.212
C 1.268 -0.336 -0.095
N -2.733 0.251 -0.070
H -4.203 1.596 0.925
H -0.471 -2.194 -0.447
H -1.572 -2.052 0.867
H -0.389 0.252 1.422
H -1.506 -0.066 -1.634
H 2.115 1.866 0.581
H 1.056 1.544 -0.876
H 2.721 0.908 -0.715
H 2.109 -0.792 0.453
H 1.147 -0.871 -1.083

***

Entry 3:
17
Properties=species:S:1:pos:R:3 method="wB97M-V/def2-TZVPD" lumo_ev="-1.163 / -1.048" gap_ev="7.9028 / 6.9161" charge=0 energy_ha=-1216.78638
C 1.076 -0.631 0.284
C -1.920 0.114 0.267
C 0.695 -1.626 -0.841
N 0.277 0.152 1.075
N -0.769 2.828 -0.004
N -0.956 0.534 1.219
O 1.730 -1.954 -1.747
S 2.690 -0.474 0.819
Cl 0.833 2.638 -0.357
H -2.795 -0.523 0.696
H -2.318 1.128 -0.101
H -1.577 -0.500 -0.641
H -0.067 -1.184 -1.529
H 0.433 -2.581 -0.341
H 0.902 0.635 1.742
H -0.849 3.445 0.828
H 2.616 -2.001 -1.370

***

Entry 4:
14
Properties=species:S:1:pos:R:3 method="wB97M-V/def2-TZVPD" lumo_ev=-5.994 smiles="C#[N+]S(=O)(=O)C1CC1" gap_ev=10.0423 charge=+1 energy_ha=-758.99171 e_above_lowest_kj_mol=466.6
C -2.682 -1.718 0.188
N -1.639 -1.266 0.072
S -0.918 0.546 -0.074
O -0.960 0.850 -1.446
O -2.043 1.236 0.772
C 0.667 0.132 0.617
C 1.614 -0.330 -0.447
C 1.648 1.101 0.040
H -3.653 -2.080 0.340
H 0.570 -0.136 1.704
H 1.296 -0.529 -1.410
H 2.282 -1.015 -0.271
H 2.529 1.452 0.537
H 1.291 1.757 -0.622